(1)
# C54H46FIN3O6

A 4-piece molecular cluster, C54H46FIN3O6 overall (ωB97M-V with the def2-TZVPD basis set, OMol25).

- HOMO level: -10.6 eV
- Charge: +1
- Kohn-Sham gap: 5.8 eV

Each line ends with the Mulliken charge.
Cartesian coordinates (Å):
H 4.40 2.53 -7.02  0.50
C 4.91 5.87 -7.15  -0.45
I 6.51 -3.96 5.76  0.20
H -1.85 6.34 -0.01  0.46
C 0.34 8.12 -2.66  -0.52
H 3.51 -3.91 7.01  0.39
C 0.83 3.89 -2.05  0.46
H 3.07 0.78 -11.49  0.46
C 0.10 -2.65 3.66  -0.78
C 4.12 -6.07 6.34  -0.57
C 2.28 -4.78 5.66  -0.16
H -2.21 -7.18 4.75  0.37
C 0.25 -5.59 4.62  0.22
O 2.07 6.53 -4.17  -0.68
H -8.83 -3.34 5.50  0.41
C -7.01 -2.50 4.72  -0.42
C -6.42 -1.43 4.06  0.09
C -4.37 -0.32 3.03  0.04
H 3.07 4.28 -4.58  0.58
O -4.27 -2.36 4.19  -0.73
C -2.44 0.69 2.00  -0.50
H 4.21 -5.01 4.50  0.44
C 1.11 -7.54 7.74  -0.21
H -1.27 -7.09 6.28  -0.08
C -9.15 -1.40 4.62  -0.45
C 4.85 4.59 -6.63  -0.40
N 1.26 -4.53 4.88  0.46
H -1.78 -4.90 4.13  0.22
C 3.37 4.16 -11.55  0.15
H 3.01 5.40 -13.27  0.47
C -4.97 -1.44 3.79  0.57
C -0.57 8.85 -1.89  -0.49
H -5.20 2.59 1.49  0.48
H 2.18 -2.61 4.26  0.39
C -5.16 0.74 2.59  0.51
H -2.39 -1.16 3.09  0.38
H -10.21 -1.39 4.84  0.40
C 0.46 6.75 -2.47  0.19
C 4.44 3.53 -7.43  -0.50
C -8.37 -2.49 4.99  -0.60
H 2.49 1.19 -13.85  0.40
O -7.29 1.74 2.58  -0.66
H 1.25 -5.32 7.83  0.38
H 5.24 6.70 -6.53  0.43
H 2.66 -6.17 8.51  0.47
H -2.79 2.54 0.96  0.57
C -1.94 -6.49 5.59  -0.26
O -0.87 4.08 -0.44  -0.69
C 4.55 6.11 -8.47  -0.69
C 1.42 5.98 -3.30  0.38
C 4.14 5.05 -9.28  0.20
C -3.24 -6.13 6.44  -1.10
F 1.99 -8.54 8.19  -0.34
C 2.49 3.80 -3.80  -0.71
C 1.58 4.53 -3.05  0.15
H 1.45 -5.78 2.81  0.36
C 4.52 -4.74 5.54  -0.50
C -1.24 6.84 -0.75  -0.51
H -2.94 -6.05 7.51  0.30
C 1.03 2.54 -1.79  -0.52
H 0.95 8.63 -3.39  0.47
H -3.77 -5.23 6.07  0.20
C -3.01 -0.34 2.74  -0.53
H 3.40 1.88 -4.13  0.45
C -4.59 1.77 1.84  -0.77
H -1.26 -4.35 5.78  0.40
H -6.41 -3.35 5.02  0.49
C -1.21 -5.20 5.06  -0.38
C -1.36 8.20 -0.95  -0.51
C 4.10 3.75 -8.76  0.07
H -2.07 8.77 -0.36  0.41
H 2.11 0.77 -2.33  0.37
H 4.60 7.11 -8.88  0.48
N 2.62 -5.99 6.36  0.21
H 0.49 -6.55 5.14  -0.08
N 3.37 -3.87 6.00  -0.35
H 5.12 4.41 -5.60  0.51
C 3.06 1.79 -11.87  -0.54
H 0.21 -7.04 2.97  0.39
C -3.23 1.74 1.54  -0.44
O 3.72 6.45 -11.12  -0.66
C 3.71 2.61 -9.62  0.55
C -7.21 -0.34 3.67  0.30
C 1.93 -6.20 7.66  -0.55
H -0.32 -5.33 2.43  0.35
C 3.74 5.31 -10.68  0.63
C -8.57 -0.33 3.96  -0.62
H -0.66 9.92 -2.04  0.40
H -9.18 0.52 3.66  0.48
H 2.44 3.50 -14.74  0.40
H -3.90 -7.03 6.38  0.37
H -0.72 -2.25 4.31  0.31
O 3.67 1.48 -9.17  -0.68
C 0.37 -5.94 3.06  -1.32
H 4.54 -6.21 7.36  0.36
H 0.26 -7.45 8.46  0.30
C 2.73 2.02 -13.20  -0.47
C 2.68 2.45 -3.54  -0.22
C 2.71 3.32 -13.70  -0.47
H 4.30 -7.00 5.75  0.32
H 0.02 -2.53 2.55  0.35
C 3.37 2.86 -11.04  0.21
H 0.46 2.05 -1.02  0.61
C 3.02 4.39 -12.88  -0.56
C 1.95 1.82 -2.53  -0.73
C -0.18 4.65 -1.27  0.50
H 0.69 -7.86 6.76  0.20
C -6.61 0.79 2.92  0.50
C 1.24 -3.21 4.28  -0.25
C -0.32 6.10 -1.51  0.10
H -1.38 0.67 1.77  0.46

***

(2)
# C54H46N5O4P2SSbSe4Y

C54H46N5O4P2SSbSe4Y as an isolated structure (ωB97M-V with the def2-TZVPD basis set, OMol25).

- HOMO level (spin up / spin down): -3.8 / -4.7 eV
- ΔE to the lowest compared entry with this formula, charge and spin: 0.00 kcal per mole
- Charge: -1
- Kohn-Sham gap (spin up / spin down): 4.3 / 6.3 eV

Each line ends with the Mulliken charge.
Cartesian coordinates (Å):
C -3.14 2.82 -1.70  -0.21
C 5.35 0.33 -3.83  -0.76
C -0.36 -3.38 3.53  -0.88
C -3.17 -0.19 -0.85  -0.83
C -3.17 5.16 -1.25  -0.60
C -3.83 4.01 -1.74  -1.09
Se 1.38 0.11 2.48  -0.24
C -1.78 1.34 -4.49  -0.57
H -2.27 -6.81 5.37  0.27
H -5.73 2.38 3.83  0.44
Sb 2.89 1.10 4.54  0.53
H -4.94 -0.80 0.17  0.46
H -1.36 5.89 -0.41  0.46
H -5.36 -2.73 -1.32  0.38
C -1.60 -4.56 1.83  -0.17
Se 5.33 0.73 4.36  -0.58
C 4.31 2.51 1.35  -1.72
H -0.07 -4.42 5.37  0.40
C -3.66 -2.33 -2.56  -0.81
C 3.24 -0.33 -2.13  0.94
H 3.47 -5.33 1.69  0.39
C 2.18 -4.68 0.12  -0.17
C -1.21 3.77 -0.82  0.46
N -1.44 -0.82 1.69  0.74
C -3.99 3.19 2.90  -1.25
H 5.60 -1.79 -4.08  0.45
C -0.57 2.71 -6.05  -0.67
C 0.14 3.81 -0.38  -0.97
S -0.59 -2.10 1.13  1.60
Y -0.20 0.82 0.65  -0.56
H 0.38 4.79 0.02  0.25
H -2.02 -4.57 0.83  0.58
C 5.03 -1.00 -3.60  -0.70
C -4.76 -1.53 3.29  -1.16
C -1.17 -5.62 3.96  1.13
H 6.17 0.59 -4.49  0.40
C -1.73 2.05 -5.68  -0.73
H 5.71 2.61 3.39  0.16
C 1.72 -3.61 -0.65  0.26
H 2.86 1.19 0.51  0.04
H 1.70 -1.30 -4.05  0.30
H 0.17 -2.49 3.86  0.55
H -3.64 1.91 -2.03  0.10
C -5.21 -0.27 3.51  -0.99
C -0.67 1.30 -3.65  0.97
H -2.69 0.82 -4.21  0.26
C 3.16 2.23 0.66  1.69
H 4.42 5.84 0.89  0.46
C -4.51 -2.08 -1.50  -1.14
H -3.20 -2.80 2.52  0.40
C -2.70 -0.75 2.27  0.42
C 0.55 2.66 -5.22  -0.74
H -5.36 -2.38 3.59  0.42
H 0.55 -2.53 -3.51  0.20
C -1.90 5.03 -0.79  -1.26
H 1.71 -5.65 -0.03  0.50
C 4.04 4.83 0.86  -1.16
H 0.00 -3.26 -1.38  0.14
C 3.74 -3.25 1.23  -0.85
H 4.86 1.68 1.80  1.02
H -0.01 -1.08 -4.36  0.64
C -1.29 -6.80 4.88  -1.58
H -3.85 -3.16 -3.22  0.46
H 3.76 -2.37 -2.56  0.47
H 3.77 -1.22 0.59  0.46
H -0.53 3.27 -6.98  0.38
C 3.30 -2.19 0.45  -1.00
H 2.32 5.38 -0.27  0.57
H -1.20 -7.74 4.32  0.39
C -2.28 -0.45 -1.92  1.21
Se 0.51 2.31 2.69  -0.79
C 3.99 -1.33 -2.75  -0.62
H -4.83 4.04 -2.13  0.49
C 4.61 1.33 -3.22  -1.31
C 5.98 4.17 2.26  0.41
C -2.56 -1.51 -2.77  -0.61
N 1.08 2.85 -0.31  1.52
C 4.75 3.82 1.50  0.63
H -0.53 -6.79 5.65  0.39
H -2.25 -6.53 2.36  0.39
O 6.34 3.33 3.26  -0.43
C -0.92 -3.43 2.26  -0.88
H -2.12 3.65 1.90  0.38
O -1.15 -2.62 -0.19  -0.75
C -4.40 0.83 3.11  1.32
C 0.70 -1.46 -3.64  -1.27
O 6.65 5.14 2.03  -0.63
N -2.40 1.64 2.02  0.70
C 2.84 4.56 0.20  -1.02
C 2.33 3.25 0.16  -0.83
C -0.50 -4.47 4.38  -0.92
H -3.01 0.65 -0.19  0.41
C 3.55 1.00 -2.39  -0.11
C -3.51 -1.78 2.67  -0.24
C -2.78 2.86 2.24  -0.33
H -1.90 -1.73 -3.60  0.31
C 0.49 1.96 -4.03  -0.55
H 2.97 1.79 -1.93  0.19
Se 1.88 0.19 6.50  -0.56
H 4.51 -3.08 1.97  0.54
C 3.17 -4.50 1.06  -0.72
H -4.25 4.23 3.06  0.44
H 1.36 1.92 -3.39  0.47
H -6.16 -0.08 3.99  0.41
H 1.46 3.16 -5.51  0.47
H -2.60 2.07 -6.33  0.42
P 1.74 -0.72 -1.12  2.20
C -4.27 -1.00 -0.66  -0.61
O 0.74 -3.89 -1.56  -0.78
N 0.55 -0.74 -2.37  0.63
N -1.89 2.66 -1.24  0.80
C -4.79 2.18 3.32  -0.87
P -0.66 0.47 -2.03  1.97
C -3.18 0.60 2.47  -0.76
C 2.27 -2.34 -0.48  0.07
C -1.72 -5.64 2.69  -0.89
H -3.67 6.12 -1.23  0.41
H 4.86 2.37 -3.39  0.51

***

(3)
# C54H47FN2O13P

A 4-piece molecular cluster, C54H47FN2O13P overall (ωB97M-V with the def2-TZVPD basis set, OMol25).

- HOMO level: -11.0 eV
- Charge: +1
- Kohn-Sham gap: 6.2 eV

Each line ends with the Mulliken charge.
Cartesian coordinates (Å):
C 7.12 -3.56 -0.32  -0.57
C -5.54 -4.46 -5.23  0.58
H -4.93 -7.96 -8.21  0.39
H 9.38 -0.08 -3.28  0.46
O -2.86 6.64 0.40  -0.59
H -1.16 4.68 -1.97  0.35
H 2.68 -1.26 9.60  0.47
H 8.07 -4.04 -0.53  0.47
H -1.36 1.36 -0.99  0.27
F -1.68 -1.20 -0.40  -0.20
C -5.93 -6.26 -9.08  -0.47
C -3.19 1.66 0.10  0.25
C 4.65 -2.37 0.23  -0.86
H -3.82 3.38 -1.49  0.44
H 3.40 -5.16 6.56  0.48
C 1.55 2.60 0.63  -0.18
H 1.07 5.25 1.08  0.01
C -5.66 -5.07 -6.57  0.24
H 3.17 -6.20 4.33  0.42
H 1.03 2.39 8.03  0.41
C -5.18 -6.36 -6.78  -0.55
P -2.93 5.64 -0.82  0.88
H -5.89 4.92 2.29  0.38
C -3.97 3.15 1.87  -0.48
C 1.58 4.89 2.09  0.24
C 2.92 -4.61 5.76  -0.66
C 0.38 1.58 1.26  -0.24
H -1.46 4.51 1.39  0.43
H -4.70 -6.91 -5.97  0.45
C 2.44 -3.31 5.97  0.27
C -6.26 -4.37 -7.61  0.19
H 3.69 -1.91 0.44  0.59
C 4.95 -3.62 0.76  0.01
N -3.08 3.12 0.60  0.61
C 1.55 -0.59 6.45  0.16
C -6.41 -4.97 -8.87  -0.55
C -6.24 -1.13 -3.59  -0.33
C -3.95 4.60 2.64  0.27
H 4.23 -4.13 1.39  0.34
H 6.41 -5.20 0.89  0.40
C -5.99 -3.06 -5.03  0.24
C 6.79 2.12 -3.52  -0.51
C 1.86 0.62 8.95  -0.44
C 5.58 -1.71 -0.59  0.20
H 2.45 6.41 3.69  0.25
C 2.26 -0.70 8.76  -0.64
C 6.21 0.26 -2.07  0.27
C 5.24 -0.40 -1.18  0.50
C -5.84 -2.46 -3.77  -0.72
C -5.31 -6.96 -8.04  -0.46
C 6.82 -2.30 -0.85  0.24
C 1.69 -3.21 3.67  -0.50
O -3.52 -0.80 -2.03  -0.36
C 1.33 1.35 7.89  -0.62
O -5.06 -5.09 -4.30  -0.68
H 8.78 2.07 -4.36  0.39
C -6.77 -0.41 -4.65  -0.56
O -1.34 5.56 -1.53  -0.51
C 6.18 -4.22 0.48  -0.66
H 1.98 1.09 9.93  0.39
C 7.47 -0.30 -2.29  0.25
H -7.36 -0.44 -6.72  0.46
H 1.22 -2.67 2.85  0.51
H -5.42 -3.02 -2.94  0.48
H 2.36 2.78 2.84  0.05
C 2.17 -4.51 3.46  -0.57
O 8.92 -2.10 -1.88  -0.67
H 4.89 1.91 -2.53  0.44
O -5.08 5.53 2.40  -0.41
C -6.55 -2.34 -6.09  0.19
H 2.62 6.95 1.82  0.25
H 3.42 3.66 1.51  0.43
H -4.88 4.17 -0.16  0.31
H 0.74 1.32 5.82  0.57
O -2.96 4.94 3.50  -0.46
H 1.13 3.30 -0.21  0.14
C -6.73 -2.98 -7.41  0.61
H -6.88 -4.43 -9.68  0.45
C -2.57 -0.31 -1.22  0.41
H -6.04 -6.73 -10.05  0.39
H -1.05 3.36 -0.15  0.28
O -4.01 0.74 0.63  -0.54
O -3.95 6.43 -2.04  -0.54
O 0.84 -0.61 4.21  -0.66
C -1.63 3.44 0.88  -1.26
H 0.93 1.03 2.17  0.21
C -3.75 3.96 -0.45  -0.04
H 6.52 3.05 -4.00  0.40
H 3.76 5.56 2.60  0.28
C 8.06 1.56 -3.72  -0.47
H -3.65 2.34 2.66  0.42
C 1.84 -2.61 4.93  0.20
C 2.11 -1.31 7.51  0.37
C -0.89 2.37 1.92  -0.18
H 0.72 4.84 2.89  0.07
H -7.07 0.63 -4.50  0.38
H -0.45 2.99 2.84  0.05
H 0.08 0.72 0.52  -0.16
C 1.17 0.75 6.64  -0.47
H -5.10 2.91 1.61  0.66
C 2.30 3.41 1.84  -0.62
C 5.87 1.47 -2.69  -0.50
H 2.38 1.89 0.14  0.09
H -1.62 1.59 2.39  0.39
O -7.26 -2.36 -8.32  -0.67
C 2.56 -2.70 7.31  0.58
C 8.40 0.35 -3.11  -0.63
C 1.37 -1.22 5.13  0.39
H -6.12 -0.67 -2.61  0.46
C 2.67 6.04 2.58  -0.94
O 4.16 0.12 -0.94  -0.69
C 7.82 -1.61 -1.69  0.58
N -2.38 1.19 -1.13  -0.06
H 2.06 -4.97 2.48  0.51
C -6.93 -1.01 -5.90  -0.53
O 3.04 -3.34 8.24  -0.67
H -3.47 6.34 -2.93  0.36
C 2.79 -5.20 4.50  -0.54